# 1
The following is a DFT calculation (ωB97M-V with the def2-TZVPD basis set) of C16H19ClN2O4 as an isolated structure.

The geometry in XYZ format:
```
42
C16H19ClN2O4 | the OMol25 dataset | ωB97M-V with the def2-TZVPD basis set
O -0.883 -1.462 -1.683
C -0.753 -0.437 -1.065
N -1.057 -0.480 0.218
C -1.000 0.912 0.855
C -1.256 1.543 2.169
C -1.268 2.745 2.483
C -0.906 3.608 1.559
C -0.257 3.086 0.190
C -0.434 1.726 -0.035
C -0.249 0.994 -1.354
O 1.180 0.641 -1.601
C 1.499 1.374 -2.786
H 1.707 2.719 -2.701
H 2.160 0.841 -3.405
C 0.125 1.395 -3.549
C -0.301 0.007 -4.243
H -1.003 -0.455 -3.806
Cl -0.861 0.337 -5.918
H 0.841 -0.580 -4.542
H -0.302 2.116 -4.196
O -0.795 1.469 -2.419
H -0.132 3.589 -0.492
H -0.636 4.478 1.643
H -1.613 2.966 3.435
H -1.461 0.579 2.881
C -1.476 -1.645 1.043
N -0.489 -2.212 1.784
C 0.611 -3.150 0.810
C 1.664 -2.143 0.732
O 2.267 -1.682 1.842
C 1.489 -1.075 2.598
C 0.303 -1.802 2.979
H -0.558 -1.322 3.483
H 0.505 -2.590 3.593
H 1.910 -0.657 3.605
H 1.128 -0.261 2.016
H 2.715 -2.652 0.096
H 1.261 -1.341 0.036
H 0.075 -3.315 -0.061
H 0.817 -4.106 1.466
H -2.146 -2.246 0.331
H -2.417 -1.514 2.011
```

Properties
**Energy**: -40579.0976 eV
**ΔE to the lowest compared entry with this formula, charge and spin**: 15.398 eV
**2S+1**: 1
**Net charge**: 0

=====

# 2
The following is a DFT calculation (ωB97M-V with the def2-TZVPD basis set) of an isolated molecule of C16H19F2NO4.

The geometry in XYZ format:
```
42
C16H19F2NO4 | the OMol25 dataset | ωB97M-V with the def2-TZVPD basis set
O -1.486 0.723 -2.392
C -0.469 0.225 -1.971
N -0.334 -0.472 -0.818
C -1.300 -0.737 0.155
C -2.617 -0.300 0.062
C -3.525 -0.601 1.063
C -3.125 -1.350 2.157
C -1.808 -1.784 2.264
C -0.903 -1.476 1.271
H 0.121 -1.808 1.353
H -1.516 -2.354 3.130
O -3.966 -1.695 3.211
C -5.295 -1.669 3.008
F -5.815 -0.420 3.152
F -5.875 -2.415 3.961
H -5.623 -2.045 2.019
H -4.534 -0.226 0.981
H -2.928 0.281 -0.790
H 0.595 -0.838 -0.611
C 0.853 0.306 -2.760
H 0.653 0.791 -3.717
H 1.246 -0.705 -2.916
O 1.844 1.111 -2.123
C 2.612 0.564 -1.181
O 2.460 -0.563 -0.768
C 3.693 1.505 -0.730
H 3.689 1.529 0.361
H 3.492 2.499 -1.124
C 5.061 0.993 -1.215
C 5.209 1.119 -2.733
H 6.010 0.459 -3.067
H 4.301 0.844 -3.268
C 5.597 2.584 -2.973
H 4.716 3.174 -3.225
H 6.295 2.670 -3.804
C 6.221 3.079 -1.654
H 5.636 3.901 -1.240
H 7.236 3.443 -1.802
C 6.198 1.877 -0.703
H 7.135 1.324 -0.778
H 6.063 2.175 0.336
H 5.171 -0.042 -0.881
```

Properties
**Energy**: -32016.6141 eV
**Structure (SMILES)**: O=C(COC(=O)CC1CCCC1)Nc1ccc(OC(F)F)cc1
**ΔE to the lowest compared entry with this formula, charge and spin**: 0.051 eV
**2S+1**: 1
**Net charge**: 0

=====

# 3
The following is a DFT calculation (ωB97M-V with the def2-TZVPD basis set) of a 2-piece molecular cluster, C16H19F3N2O5S overall.

The geometry in XYZ format:
```
46
C16H19F3N2O5S | the OMol25 dataset | ωB97M-V with the def2-TZVPD basis set
C -2.941 -1.889 0.143
C -1.441 -2.315 -0.164
C -0.352 -1.527 0.654
O -0.591 -1.565 2.109
C -1.040 -0.287 2.500
N 0.143 0.615 2.700
C 1.386 0.057 3.078
C 2.234 1.232 3.155
N 1.475 2.375 2.820
C 0.174 1.975 2.543
C -0.974 2.925 2.117
C -0.548 3.741 0.816
O -0.394 4.937 0.797
C -0.358 2.818 -0.450
C 0.956 2.696 -1.088
C 1.051 1.769 -2.254
C -0.157 1.033 -2.685
C -1.470 1.163 -2.023
C -1.575 2.084 -0.883
H -3.102 -1.442 1.159
H -3.569 -2.824 0.084
H -3.312 -1.224 -0.691
H -1.310 -3.406 0.095
H -1.234 -2.112 -1.270
H 0.643 -2.037 0.492
H -0.280 -0.464 0.289
H -1.785 0.129 1.770
H -1.547 -0.405 3.506
H 1.675 -0.994 3.284
H 3.304 1.311 3.441
H 1.762 3.353 2.781
H -1.847 2.254 1.853
H -1.324 3.623 2.923
H 1.849 3.253 -0.698
H 2.044 1.662 -2.753
H -0.095 0.316 -3.541
H -2.381 0.594 -2.316
H -2.540 2.237 -0.344
C 2.408 -3.907 -3.469
F 2.040 -5.068 -2.884
F 3.740 -3.991 -3.671
F 1.839 -3.904 -4.694
S 1.935 -2.425 -2.463
O 2.625 -2.590 -1.194
O 0.485 -2.495 -2.346
O 2.399 -1.281 -3.229
```

Properties
**Energy**: -49102.0428 eV
**2S+1**: 1
**Net charge**: 0

=====

# 4
The following is a DFT calculation (ωB97M-V with the def2-TZVPD basis set) of a 2-piece molecular cluster, C16H19F5O5 overall.

The geometry in XYZ format:
```
45
C16H19F5O5 | the OMol25 dataset | ωB97M-V with the def2-TZVPD basis set
C 3.905 -1.194 0.144
C 4.369 0.116 -0.616
C 3.895 0.139 -2.140
O 3.529 1.528 -2.427
O 2.421 1.494 -3.259
C 1.292 1.940 -2.562
O 0.371 2.345 -3.193
O 1.405 1.897 -1.178
C 0.159 1.968 -0.535
F -0.438 3.212 -0.646
F 0.443 1.829 0.832
C -0.816 0.795 -0.882
C -2.253 1.063 -0.976
C -3.102 -0.106 -1.296
C -2.526 -1.437 -1.539
C -1.078 -1.652 -1.472
C -0.390 -3.023 -1.757
F -0.513 -3.251 -3.123
F 0.974 -2.936 -1.533
F -0.934 -4.067 -1.072
C -0.221 -0.522 -1.117
H 3.738 -0.904 1.217
H 4.726 -1.962 0.067
H 2.944 -1.626 -0.245
H 5.488 0.198 -0.649
H 3.921 1.026 -0.145
H 4.715 -0.144 -2.852
H 3.022 -0.553 -2.321
H -2.669 2.086 -0.819
H -4.198 0.091 -1.371
H -3.202 -2.293 -1.776
H 0.881 -0.628 -1.017
C -2.276 1.374 3.401
C -1.273 0.407 2.805
C -1.920 -0.936 3.094
O -3.337 -0.721 3.087
C -3.595 0.688 3.089
H -2.213 2.382 2.990
H -2.134 1.437 4.484
H -1.204 0.562 1.729
H -0.271 0.496 3.227
H -1.641 -1.307 4.086
H -1.661 -1.696 2.353
H -3.960 0.965 2.094
H -4.372 0.918 3.821
```

Properties
**Energy**: -40721.1814 eV
**Structure (SMILES)**: CCCOOC(=O)OC(F)(F)c1cccc(C(F)(F)F)c1.C1CCOC1
**2S+1**: 1
**Net charge**: 0

=====

# 5
The following is a DFT calculation (ωB97M-V with the def2-TZVPD basis set) of an isolated molecule of C16H19FN4O3S2.

The geometry in XYZ format:
```
45
C16H19FN4O3S2 | the OMol25 dataset | ωB97M-V with the def2-TZVPD basis set
C 5.288 2.553 1.016
H 5.565 3.383 1.660
H 5.774 2.685 0.052
H 5.649 1.630 1.464
C 3.770 2.509 0.846
C 3.342 1.398 -0.033
N 2.610 1.524 -1.075
N 2.339 0.396 -1.710
C 2.860 -0.645 -1.160
N 2.677 -1.932 -1.593
C 1.538 -2.421 -2.200
O 1.542 -3.493 -2.753
C 0.340 -1.548 -2.050
C -0.471 -1.268 -3.143
C -1.578 -0.448 -3.003
C -1.862 0.092 -1.760
C -1.077 -0.196 -0.658
C 0.011 -1.028 -0.802
H 0.586 -1.252 0.084
S -1.409 0.550 0.947
O -0.452 -0.020 1.857
O -1.427 1.971 0.792
N -2.947 -0.014 1.227
C -3.026 -1.221 2.022
C -2.984 -0.916 3.519
C -4.081 0.085 3.877
C -3.931 1.344 3.024
C -3.958 0.973 1.543
H -3.754 1.843 0.920
H -4.930 0.552 1.266
H -2.976 1.826 3.241
H -4.733 2.052 3.240
H -4.023 0.340 4.937
H -5.060 -0.365 3.691
H -2.006 -0.493 3.753
H -3.108 -1.841 4.085
H -2.183 -1.852 1.735
H -3.958 -1.732 1.759
F -2.929 0.891 -1.620
H -2.212 -0.215 -3.843
H -0.222 -1.688 -4.105
H 3.461 -2.571 -1.538
S 3.807 -0.276 0.279
H 3.403 3.436 0.403
H 3.295 2.382 1.822
```

Properties
**Energy**: -53390.8103 eV
**Structure (SMILES)**: CCc1nnc(NC(=O)c2ccc(F)c(S(=O)(=O)N3CCCCC3)c2)s1
**2S+1**: 1
**Net charge**: 0

=====

# 6
The following is a DFT calculation (ωB97M-V with the def2-TZVPD basis set) of C16H19N10OSTl as an isolated structure.

The geometry in XYZ format:
```
48
C16H19N10OSTl | the OMol25 dataset | ωB97M-V with the def2-TZVPD basis set
Tl 0.761 0.028 0.257
N 3.043 0.539 4.107
C 2.134 0.447 3.136
S 2.793 0.647 1.510
N 0.892 0.226 3.510
N 0.007 0.108 2.506
C -1.239 0.019 2.753
C -2.166 -0.137 1.624
C -3.530 -0.266 1.843
C -4.375 -0.418 0.756
C -3.833 -0.436 -0.519
C -2.462 -0.300 -0.656
N -1.646 -0.154 0.385
H 4.016 0.689 3.908
H 2.737 0.458 5.065
H -1.621 0.051 3.769
H -3.915 -0.245 2.854
H -5.441 -0.524 0.904
H -4.454 -0.555 -1.395
H -1.995 -0.312 -1.633
N 0.077 4.028 -1.687
C 0.064 4.617 -0.446
C 0.198 3.605 0.456
N 0.271 2.415 -0.216
C 0.200 2.697 -1.499
C 0.281 1.613 -2.461
N 0.458 0.367 -2.051
C 0.487 -0.422 -3.175
C 0.329 0.362 -4.273
N 0.199 1.649 -3.803
H 0.011 4.526 -2.559
H -0.032 5.681 -0.326
H 0.246 3.659 1.529
H 0.607 -1.490 -3.125
H 0.293 0.131 -5.323
H 0.061 2.464 -4.380
N 1.007 -4.421 -0.215
C 0.242 -4.364 0.922
C 0.062 -3.045 1.179
N 0.699 -2.304 0.202
C 1.267 -3.170 -0.616
H 1.337 -5.260 -0.668
H -0.090 -5.246 1.439
H -0.468 -2.585 1.993
H 1.899 -2.929 -1.453
O 3.153 -0.912 -1.328
H 3.876 -1.018 -0.697
H 3.559 -0.510 -2.104
```

Properties
**Energy**: -49365.4629 eV
**ΔE to the lowest compared entry with this formula, charge and spin**: 0.089 eV
**2S+1**: 1
**Net charge**: +2

=====

# 7
The following is a DFT calculation (ωB97M-V with the def2-TZVPD basis set) of C16H19N4NaO2 as an isolated structure.

The geometry in XYZ format:
```
42
C16H19N4NaO2 | the OMol25 dataset | ωB97M-V with the def2-TZVPD basis set
C 2.832 -0.923 2.965
C 1.645 -1.024 2.055
C 1.743 -1.556 0.618
C 0.650 -2.668 0.464
O -0.490 -2.545 0.920
N 0.885 -3.820 -0.335
C -0.250 -4.706 -0.701
C 2.158 -4.580 -0.252
N 0.581 -0.402 2.525
N -0.405 -0.109 1.782
C -1.658 -0.434 2.453
N -2.602 -0.283 1.478
O -1.809 -0.744 3.614
H 3.710 -1.476 2.632
H 3.099 0.140 3.034
H 2.600 -1.276 3.979
H 2.713 -2.125 0.536
H -1.134 -4.360 -0.178
H -0.409 -4.781 -1.799
H 0.032 -5.700 -0.369
H 2.998 -3.974 -0.628
H 2.338 -4.914 0.789
H 2.088 -5.485 -0.890
H -2.292 0.164 0.624
H -3.564 -0.105 1.748
C 3.618 0.796 -1.129
Na 1.743 -3.735 -2.528
C 2.654 0.785 -0.159
C 1.624 -0.358 -0.374
C 1.988 -0.734 -1.797
C 3.224 -0.143 -2.170
C 3.738 -0.493 -3.409
C 2.929 -1.227 -4.275
C 1.623 -1.617 -3.991
C 1.111 -1.310 -2.716
H 4.498 1.409 -1.193
H 2.601 1.449 0.713
H 0.588 -0.071 -0.203
H 4.680 -0.054 -3.715
H 3.312 -1.444 -5.268
H 0.969 -2.074 -4.745
H 0.078 -1.523 -2.440
```

Properties
**Energy**: -31368.0985 eV
**ΔE to the lowest compared entry with this formula, charge and spin**: 1.542 eV
**2S+1**: 1
**Net charge**: 0

=====

# 8
The following is a DFT calculation (ωB97M-V with the def2-TZVPD basis set) of an isolated molecule of C16H19N5S.

The geometry in XYZ format:
```
41
C16H19N5S | the OMol25 dataset | ωB97M-V with the def2-TZVPD basis set
C -3.761 -2.493 0.922
N -3.001 -1.439 0.316
C -1.845 -1.560 -0.399
N -1.373 -0.428 -0.846
C -2.259 0.526 -0.412
C -2.258 1.903 -0.595
C -3.298 2.621 -0.042
C -4.319 2.000 0.676
C -4.340 0.632 0.869
C -3.298 -0.096 0.319
H -5.134 0.153 1.421
H -5.114 2.603 1.089
H -3.327 3.694 -0.169
H -1.472 2.384 -1.157
S -1.109 -3.110 -0.677
C 0.517 -2.546 -1.305
C 1.344 -1.983 -0.218
N 1.826 -2.689 0.769
N 2.530 -1.874 1.565
C 2.472 -0.673 1.062
N 1.720 -0.674 -0.078
C 1.484 0.473 -0.911
C 2.784 0.999 -1.523
C 3.613 1.846 -0.557
C 4.203 1.072 0.622
H 4.865 1.744 1.172
H 4.808 0.241 0.254
C 3.149 0.532 1.597
H 3.625 0.240 2.533
H 2.411 1.310 1.811
H 4.436 2.297 -1.117
H 2.991 2.661 -0.176
H 2.527 1.614 -2.388
H 3.381 0.155 -1.880
H 0.771 0.192 -1.686
H 1.014 1.252 -0.302
H 0.978 -3.452 -1.698
H 0.322 -1.830 -2.099
H -4.640 -2.734 0.317
H -3.134 -3.380 1.005
H -4.087 -2.184 1.916
```

Properties
**Energy**: -35186.9763 eV
**Structure (SMILES)**: Cn1c(SCc2nnc3n2CCCCC3)nc2ccccc21
**ΔE to the lowest compared entry with this formula, charge and spin**: 0.000 eV
**2S+1**: 1
**Net charge**: 0